Entry 1:
Density functional theory data (wB97M-V/def2-TZVPD) for a gas-phase ion, C6H15O3SSi (charge -1) at a distorted geometry.

Properties
Spin multiplicity: 1
ΔE to the lowest compared entry with this formula, charge and spin (kJ/mol): 71.20
LUMO energy (eV): 3.522
HOMO energy (eV): -3.15
Orbital gap (Eh): 0.2452
Net charge: -1
E (hartree): -1151.0409

Geometry (Å):
C -3.0212 1.4335 -0.7874
C -3.6620 -0.4700 0.6757
C 3.5662 0.0131 -1.4041
C 3.1855 -1.6276 0.4898
C -2.5812 0.0865 -0.2319
C 2.5627 -0.6781 -0.5075
O 0.1510 0.3853 -0.4241
O 1.2507 0.2051 1.7084
O 1.9693 1.9256 0.0990
Si -0.9387 0.1853 0.7418
S 1.6523 0.5286 0.3335
H -2.2486 1.8488 -1.4288
H -3.9457 1.3444 -1.3644
H -3.1987 2.1316 0.0291
H -3.3718 -1.4477 1.0555
H -4.6191 -0.5668 0.1579
H -3.7994 0.1871 1.5313
H 3.1068 0.9137 -1.8045
H 4.5012 0.3047 -0.8982
H 3.8342 -0.6393 -2.2394
H 4.1344 -1.2681 0.9247
H 3.3922 -2.5870 0.0089
H 2.4803 -1.7887 1.3011
H -2.4623 -0.6023 -1.0737
H -1.0947 1.2964 1.6866
H -0.8432 -1.1141 1.4206

Atomic forces in eV per Å
C 0.173 -0.085 -0.058
C 0.051 -0.201 0.026
C -0.253 -0.118 -0.269
C -0.205 -0.197 -0.109
C 0.045 0.082 0.102
C 0.222 1.450 1.412
O 1.523 0.657 -0.356
O 0.254 -0.224 -0.097
O 0.241 -0.299 -0.098
Si -1.814 -0.659 0.546
S -0.121 -0.438 -1.596
H 0.047 0.175 -0.126
H -0.073 0.047 -0.045
H -0.038 0.185 0.075
H -0.100 -0.154 0.096
H -0.121 0.008 0.015
H -0.161 0.111 0.226
H 0.215 0.088 -0.265
H 0.014 -0.001 0.060
H 0.066 0.003 -0.081
H 0.028 0.023 -0.013
H 0.042 -0.119 0.055
H 0.103 -0.280 0.157
H 0.232 -0.068 -0.001
H -0.194 0.240 0.177
H -0.175 -0.227 0.169


Entry 2:
Density functional theory data (wB97M-V/def2-TZVPD) for 2 unconnected molecules or ions with the total composition C6H16 at a distorted geometry.

Properties
Spin multiplicity: 2
ΔE to the lowest compared entry with this formula, charge and spin (kJ/mol): 166.04
LUMO energy (alpha / beta) (eV): 4.041 / 3.973
HOMO energy (alpha / beta) (eV): 1.46 / -7.02
Orbital gap (alpha / beta) (Eh): 0.0948 / 0.4040
Net charge: -1
E (hartree): -238.0705

Geometry (Å):
C -1.7448 0.9905 -0.6888
C -2.4470 0.2347 -1.8663
C -2.4538 0.5036 0.6349
H -0.7379 0.8117 -0.6957
H -1.9252 2.0537 -0.8340
H -1.6722 0.0050 -2.6788
H -3.2305 -0.1741 0.4746
H -1.8334 -0.1295 1.1751
H -2.7113 1.3346 1.1816
H -2.6268 -0.8549 -1.6637
H -3.3258 0.6877 -2.1954
C 1.6360 -0.4601 0.9292
C 2.8990 0.5592 0.8574
C 2.0531 -1.7366 0.2098
H 1.2675 -0.6346 1.9108
H 0.8240 0.0454 0.5223
H 3.5660 0.5256 -0.0654
H 3.0943 -2.0483 0.4784
H 3.6184 0.2394 1.5629
H 2.4344 1.6070 0.8152
H 1.3406 -2.4860 0.4987
H 2.2622 -1.5311 -0.9433

Atomic forces in eV per Å
C -4.486 -1.014 -0.103
C 3.792 -2.364 -0.234
C 1.766 0.432 -2.355
H 2.493 -0.473 0.086
H 0.153 0.102 0.062
H -1.115 1.181 0.365
H -1.894 -0.441 -0.714
H 1.799 -0.784 1.310
H -0.889 1.670 1.663
H -0.323 0.970 0.599
H -1.377 0.766 -0.724
C 3.792 0.734 -1.129
C -2.141 0.426 -1.829
C 1.399 0.914 -1.628
H 0.430 -0.256 1.275
H -1.424 0.565 -1.454
H -1.485 -0.467 0.469
H -0.836 0.154 0.409
H 0.555 0.539 1.589
H 1.265 -1.098 0.919
H -0.249 -0.947 -0.683
H -1.227 -0.609 2.107


Entry 3:
Density functional theory data (wB97M-V/def2-TZVPD) for 2 unconnected molecules or ions with the total composition C6H16 at a distorted geometry.

Properties
Spin multiplicity: 1
ΔE to the lowest compared entry with this formula, charge and spin (kJ/mol): 50.85
LUMO energy (eV): 1.139
HOMO energy (eV): -11.19
Orbital gap (Eh): 0.4532
E (hartree): -238.1772

Geometry (Å):
C 0.3142 1.2527 1.3155
C 1.2834 1.8264 2.3374
C 0.3908 2.0095 -0.0099
H 0.5694 0.2128 1.1163
H -0.7165 1.1694 1.6679
H 0.8345 2.5684 3.0028
H 0.3565 3.0928 0.1321
H 1.3655 1.7955 -0.4451
H 2.0480 2.4240 1.8290
H 1.8003 1.1087 2.9702
H -0.4488 1.7866 -0.6661
C -0.1860 -1.5405 -0.9169
C -1.5998 -0.9187 -0.7563
C -0.1646 -2.6546 -1.9484
H 0.4803 -0.7274 -1.2235
H 0.1554 -1.7931 0.0898
H -1.6490 -0.3263 0.1578
H -0.7699 -2.3256 -2.7908
H 0.8362 -2.8555 -2.2993
H -0.5298 -3.6028 -1.5542
H -1.7465 -0.1297 -1.4946
H -2.2738 -1.7676 -0.6839

Atomic forces in eV per Å
C -0.103 -0.422 -0.205
C 0.240 0.895 0.253
C -0.126 0.360 0.438
H 0.201 -0.084 -0.053
H 0.040 0.418 0.242
H -0.307 -0.178 0.022
H -0.012 0.009 0.215
H -0.139 -0.056 -0.451
H 0.143 -0.324 -0.090
H -0.131 -0.221 -0.063
H 0.248 -0.303 -0.241
C -0.320 1.221 0.371
C 1.353 0.115 0.565
C 0.079 0.092 0.377
H 0.095 -0.139 -0.111
H 0.132 -0.593 -0.203
H -0.043 -0.366 0.335
H -0.056 -0.265 -0.181
H 0.375 0.014 -0.188
H -0.328 0.073 -0.024
H -0.634 -0.717 -0.622
H -0.710 0.472 -0.385


Entry 4:
Density functional theory data (wB97M-V/def2-TZVPD) for 2 unconnected molecules or ions with the total composition C6H16 at a distorted geometry.

Properties
Spin multiplicity: 1
ΔE to the lowest compared entry with this formula, charge and spin (kJ/mol): 143.22
LUMO energy (eV): 1.041
HOMO energy (eV): -10.87
Orbital gap (Eh): 0.4377
E (hartree): -238.1420

Geometry (Å):
C -0.1418 2.5331 0.0593
C -1.4871 3.3134 -0.0037
H -0.0994 1.9691 0.9942
H -0.1079 1.9422 -0.8648
H 0.7542 3.1863 0.2517
H -1.7405 3.7226 -0.9923
H -2.3494 2.6681 0.0627
H -1.5247 3.8786 1.0077
C 0.1912 -1.2763 0.1154
C 0.1890 -2.3612 1.1859
C 1.5929 -0.8310 -0.0479
C -0.3022 -1.9097 -1.1849
H -0.4900 -0.3759 0.3294
H 0.7332 -3.3329 0.8355
H 2.1905 -1.4673 -0.7587
H 1.7227 0.2465 -0.4273
H 2.1146 -0.8521 0.8562
H -1.2792 -2.3056 -1.0419
H -0.3972 -1.2138 -2.0178
H 0.3618 -2.6566 -1.5871
H -0.7940 -2.8102 1.2677
H 0.8631 -2.0673 1.9606

Atomic forces in eV per Å
C -0.341 0.955 0.192
C 0.406 -0.173 1.920
H -0.382 -0.686 -0.400
H 0.760 -0.171 0.556
H -0.856 -0.247 -1.071
H 0.793 1.146 0.646
H -0.080 -0.969 0.452
H -0.306 0.169 -2.299
C -1.019 -0.173 -0.801
C 0.840 -2.094 -1.977
C 1.595 2.033 -2.601
C -0.074 1.033 -0.506
H 0.885 -1.416 0.187
H -0.439 1.718 -0.180
H -0.691 0.398 0.593
H -0.386 -1.483 0.341
H 0.905 0.031 1.614
H -0.860 -0.647 0.064
H -0.003 0.480 0.100
H 0.328 -0.603 0.321
H -0.355 0.521 1.330
H -0.722 0.179 1.518


Entry 5:
Density functional theory data (wB97M-V/def2-TZVPD) for 2 unconnected molecules or ions with the total composition C6H16 at a distorted geometry.

Properties
Spin multiplicity: 1
ΔE to the lowest compared entry with this formula, charge and spin (kJ/mol): 174.27
LUMO energy (eV): 1.076
HOMO energy (eV): -10.66
Orbital gap (Eh): 0.4314
E (hartree): -238.1302

Geometry (Å):
C 0.2682 0.2295 1.1340
C 0.7595 0.9743 2.3211
C 1.6372 -0.3801 0.5763
C -0.4589 -0.9870 1.7020
H -0.2954 0.5937 0.2025
H 0.9450 0.3096 3.2331
H 2.2986 -0.6545 1.4246
H 1.4096 -1.2363 -0.0154
H 2.1976 0.2923 -0.1523
H -1.0364 -0.8299 2.6216
H -1.2649 -1.3260 1.1164
H 0.1202 1.8881 2.6473
H 1.6850 1.4568 2.1124
H 0.2070 -1.8688 1.9193
C -1.0816 0.9037 -2.4816
C -1.1258 -0.5819 -2.7040
H -0.1809 1.1485 -1.8599
H -0.6425 1.3430 -3.4724
H -2.0006 1.3990 -2.0022
H -1.3995 -1.0276 -1.7008
H -1.8804 -0.8626 -3.4498
H -0.1608 -0.7836 -3.1721

Atomic forces in eV per Å
C 1.568 -2.825 -1.251
C -1.239 3.144 2.204
C -0.046 1.276 -0.803
C -0.352 -1.060 1.050
H 0.736 0.493 1.998
H -0.467 0.776 -1.391
H -0.395 0.100 -0.598
H -0.067 -0.979 -0.355
H -0.639 -0.379 1.189
H 0.540 0.575 0.244
H -0.713 -0.727 -1.522
H 0.535 -1.716 -0.250
H 0.974 0.373 -0.195
H -0.458 0.935 -0.281
C 1.484 2.100 -0.813
C -0.947 0.071 0.746
H -0.949 -0.270 0.108
H -1.747 -0.050 1.460
H 1.356 -0.610 -1.191
H 0.818 -0.331 -1.329
H -0.010 0.028 0.320
H 0.018 -0.923 0.660